Entry from OMol25: an isolated ion of composition C11H18NO and charge +1 at a distorted geometry (ωB97M-V/def2-TZVPD).

Results
Strongest force on any atom in eV/A: 5.297
Spin multiplicity: 1
Frontier orbital gap in eV: 9.4945
Charge: +1
Relative energy (zero: lowest compared OMol25 entry of this formula, charge and spin) in kcal/mol: 41.0

CARTESIAN COORDINATES (ANGSTROEM)
C  -1.2685  -2.0750  -3.6389
C  -0.7694  -1.7752  -2.2661
C  -0.5525  -2.7215  -1.3113
C  0.2320  -2.2769  -0.1419
C  0.3316  -0.9572  -0.4356
C  0.9512  0.1486  0.3933
C  1.4042  1.3641  -0.5499
C  1.1088  2.5864  0.3046
C  0.7159  2.0441  1.7022
N  0.0717  0.7467  1.4566
C  -1.2574  0.9615  0.8708
C  -0.1751  0.0389  2.7469
O  -0.2484  -0.6087  -1.6852
H  -2.1774  -1.4694  -3.6768
H  -1.4047  -3.1182  -3.6206
H  -0.5019  -1.7786  -4.4680
H  -0.7616  -3.7784  -1.4545
H  0.4688  -2.9096  0.6452
H  1.8167  -0.2420  1.0712
H  0.8688  1.4083  -1.5286
H  2.4527  1.3055  -0.8082
H  2.0537  3.1743  0.4792
H  0.4354  3.1805  -0.2666
H  1.5349  1.8792  2.3345
H  0.0999  2.7382  2.2993
H  -1.6376  0.0875  0.3195
H  -1.2961  1.8446  0.3016
H  -1.9350  0.9542  1.7432
H  -0.8698  -0.7477  2.6138
H  0.6622  -0.6303  2.9930
H  -0.3532  0.6263  3.5773

Force components x, y, z for each atom (eV/Å):
1.476 3.332 -0.299
2.099 -1.028 3.287
0.624 -1.928 0.334
-2.735 1.676 -4.215
0.380 0.495 0.474
2.284 -1.136 -0.955
-0.604 -0.827 0.559
2.351 0.223 1.049
-1.144 2.117 -0.907
-1.459 0.507 -0.005
-2.217 -1.323 1.401
2.632 -3.162 -1.516
0.429 -0.273 0.375
-0.199 -0.472 -1.022
-0.559 -1.123 -0.360
-1.506 -0.439 1.502
-0.167 0.227 -0.077
0.722 -0.548 1.390
-1.142 0.409 -1.771
0.169 -0.372 1.053
0.226 -0.387 0.185
-1.053 -0.310 -0.378
-0.906 0.813 0.450
1.597 -0.454 0.521
-0.314 -0.485 -0.464
0.705 0.333 -0.082
-0.130 0.973 -0.696
0.011 0.898 -0.619
-1.502 -0.212 -0.322
0.581 0.773 -0.071
-0.648 1.702 1.180